{
  "formula": "C48H59F6NO21S",
  "method": "the ωB97M-V functional and the def2-TZVPD basis",
  "homo_lumo_gap_ev": 6.12,
  "e_homo_ev": -8.12,
  "smiles": "COCCCCc1cc2c(cc1CCC(=O)O)N(CCCOC)c1cc(CCC(=O)O)c(C(=O)C(F)(F)C(F)(F)C(F)(F)C(=O)O)cc1S2.C[C@@H]1COC(=O)O1.C[C@@H]1COC(=O)O1.C[C@@H]1COC(=O)O1.C[C@@H]1COC(=O)O1",
  "spin_multiplicity": 1,
  "molar_mass_g_mol": 1132.041,
  "species": ["C", "O", "C", "C", "C", "C", "C", "C", "C", "C", "C", "C", "C", "C", "C", "O", "O", "N", "C", "C", "C", "O", "C", "C", "C", "C", "C", "C", "C", "O", "O", "C", "C", "O", "C", "F", "F", "C", "F", "F", "C", "F", "F", "C", "O", "O", "C", "C", "S", "H", "H", "H", "H", "H", "H", "H", "H", "H", "H", "H", "H", "H", "H", "H", "H", "H", "H", "H", "H", "H", "H", "H", "H", "H", "H", "H", "H", "H", "H", "H", "H", "H", "H", "H", "C", "C", "C", "O", "C", "O", "O", "H", "H", "H", "H", "H", "H", "C", "C", "C", "O", "C", "O", "O", "H", "H", "H", "H", "H", "H", "C", "C", "C", "O", "C", "O", "O", "H", "H", "H", "H", "H", "H", "C", "C", "C", "O", "C", "O", "O", "H", "H", "H", "H", "H", "H"],
  "positions_angstrom": [[-7.191, 4.866, 0.510], [-6.895, 4.902, -0.936], [-6.732, 6.280, -1.432], [-5.181, 6.669, -1.833], [-4.208, 5.360, -2.095], [-2.600, 5.818, -2.084], [-1.727, 4.657, -1.289], [-0.750, 3.647, -2.177], [0.096, 2.519, -1.342], [-0.015, 2.431, 0.311], [-1.005, 3.459, 1.178], [-1.896, 4.584, 0.346], [-2.894, 5.557, 1.236], [-3.509, 4.697, 2.497], [-4.898, 5.320, 3.121], [-5.143, 6.617, 3.324], [-5.987, 4.356, 3.464], [0.751, 1.409, 1.165], [2.186, 1.919, 1.277], [3.165, 0.975, 2.198], [3.624, 1.687, 3.621], [2.391, 1.929, 4.389], [2.544, 1.453, 5.774], [0.690, 0.021, 0.557], [0.364, -1.259, 1.569], [0.316, -2.827, 1.051], [0.029, -4.035, 2.128], [0.329, -3.604, 3.696], [1.945, -3.283, 3.819], [2.910, -3.935, 3.136], [2.371, -2.189, 4.731], [0.592, -3.083, -0.551], [0.622, -4.626, -1.194], [1.749, -5.328, -0.888], [-0.582, -5.203, -2.144], [-0.100, -5.585, -3.524], [-1.512, -4.036, -2.386], [-1.505, -6.376, -1.467], [-2.118, -7.136, -2.620], [-2.694, -5.839, -0.703], [-0.683, -7.488, -0.585], [-1.683, -8.570, -0.251], [-0.225, -6.975, 0.758], [0.519, -8.255, -1.423], [0.419, -8.738, -2.664], [1.808, -8.446, -0.683], [0.894, -1.864, -1.652], [0.926, -0.317, -1.054], [1.239, 1.218, -2.146], [-6.680, 3.888, 0.936], [-8.342, 4.790, 0.721], [-6.779, 5.803, 1.103], [-7.110, 7.075, -0.646], [-7.436, 6.388, -2.372], [-5.233, 7.324, -2.824], [-4.784, 7.379, -0.977], [-4.305, 4.560, -1.243], [-4.497, 4.874, -3.131], [-2.282, 5.907, -3.229], [-2.535, 6.881, -1.596], [-0.683, 3.722, -3.347], [-1.071, 3.347, 2.350], [-2.228, 6.469, 1.617], [-3.768, 6.028, 0.595], [-2.713, 4.538, 3.367], [-3.794, 3.619, 2.078], [-6.058, 4.275, 4.472], [2.717, 2.006, 0.212], [2.168, 3.035, 1.699], [2.717, -0.070, 2.482], [4.179, 0.746, 1.614], [4.252, 0.886, 4.215], [4.222, 2.671, 3.370], [2.849, 0.312, 5.848], [3.404, 2.085, 6.286], [1.551, 1.586, 6.379], [0.171, -0.979, 2.701], [-1.084, -4.389, 2.061], [0.805, -4.898, 1.879], [0.054, -4.522, 4.382], [-0.351, -2.696, 4.029], [1.562, -1.903, 5.284], [1.670, -9.171, 0.022], [1.078, -2.102, -2.803], [4.663, -6.263, -0.417], [5.728, -5.444, -1.117], [5.703, -5.561, -2.612], [7.042, -5.252, -2.957], [7.808, -5.619, -1.888], [9.027, -5.673, -1.895], [7.026, -5.923, -0.808], [4.594, -7.272, -0.839], [4.904, -6.383, 0.645], [3.682, -5.787, -0.506], [5.672, -4.398, -0.790], [5.008, -4.859, -3.079], [5.483, -6.574, -2.967], [1.962, -9.358, -5.320], [1.002, -10.223, -6.112], [1.387, -11.671, -6.161], [0.762, -12.105, -7.357], [0.688, -11.010, -8.169], [0.379, -11.043, -9.349], [1.012, -9.872, -7.485], [3.004, -9.591, -5.564], [1.813, -8.299, -5.558], [1.821, -9.501, -4.245], [-0.020, -10.086, -5.740], [1.017, -12.236, -5.301], [2.466, -11.834, -6.261], [7.230, 3.705, 9.397], [6.271, 2.839, 8.605], [6.655, 1.391, 8.556], [6.030, 0.957, 7.360], [5.957, 2.052, 6.547], [5.647, 2.019, 5.368], [6.280, 3.191, 7.232], [8.272, 3.471, 9.153], [7.081, 4.763, 9.159], [7.090, 3.561, 10.472], [5.248, 2.976, 8.977], [6.285, 0.826, 9.416], [7.734, 1.228, 8.456], [-5.547, 9.920, -6.165], [-6.937, 9.399, -5.863], [-7.930, 10.471, -5.526], [-8.877, 9.764, -4.744], [-8.196, 8.740, -4.150], [-8.644, 8.034, -3.262], [-6.943, 8.614, -4.682], [-5.237, 10.678, -5.437], [-4.811, 9.111, -6.108], [-5.505, 10.366, -7.164], [-7.287, 8.764, -6.686], [-8.402, 10.903, -6.413], [-7.512, 11.277, -4.913]],
  "mulliken_charge": [-0.45, -0.42, -0.18, -0.26, -0.47, -0.68, 0.18, -0.81, 0.26, -0.28, -0.58, 0.59, 0.06, -0.47, 0.32, -0.53, -0.47, 0.33, -0.31, 0.00, -0.54, -0.27, -0.28, -0.36, -0.65, 0.82, -0.18, -0.77, 0.56, -0.53, -0.42, 0.13, -0.39, -0.48, 0.96, -0.26, -0.28, 0.46, -0.25, -0.28, 0.75, -0.30, -0.22, 0.32, -0.49, -0.41, -0.64, 0.22, -0.26, 0.14, 0.27, 0.16, 0.29, 0.08, 0.04, 0.25, 0.27, 0.38, 0.35, 0.34, 0.23, 0.08, 0.33, -0.16, 0.31, 0.35, 0.33, 0.30, 0.38, -0.16, 0.30, 0.37, 0.16, 0.17, 0.01, 0.27, 0.06, 0.34, 0.09, 0.38, 0.34, 0.36, 0.34, 0.30, -0.87, 0.60, -0.48, -0.34, 0.57, -0.56, -0.37, 0.29, 0.44, -0.02, 0.29, 0.28, 0.33, -1.36, 0.63, -0.51, -0.31, 0.59, -0.56, -0.35, 0.35, 0.35, 0.33, 0.26, 0.30, 0.33, -1.44, 0.50, -0.52, -0.25, 0.53, -0.48, -0.34, 0.34, 0.36, 0.39, 0.27, 0.30, 0.33, -1.44, 0.47, -0.55, -0.33, 0.59, -0.53, -0.21, 0.35, 0.36, 0.39, 0.27, 0.30, 0.32]
}